# C11H14Si

A single C11H14Si molecule at a distorted geometry (ωB97M-V with the def2-TZVPD basis set, the OMol25 dataset).

The value obtained for the energy is -716.8678 Eh. As for the orbital gap (alpha / beta): 7.26 / 5.41 eV. The calculation puts the energy above the lowest of the compared OMol25 structures with the same formula, charge and spin at 116.93 kcal/mol. As for the spin multiplicity: 1.

XYZ file:
```
26
Properties=species:S:1:pos:R:3:forces:R:3:lowdin_charge:R:1
C 1.20936 0.22605 2.90473 0.13 0.69 -2.87 -0.038
C 0.64472 1.50913 3.03155 0.81 -2.46 -2.52 -0.079
C 1.42488 -0.30349 1.61925 -1.03 1.90 0.36 -0.032
C 0.24714 2.17034 1.91550 -0.38 1.26 -0.28 -0.043
C 1.03941 0.36948 0.48973 -1.20 1.64 -0.47 -0.242
C 0.44582 1.68187 0.58109 0.11 -0.57 1.98 -0.282
C 0.91767 -0.34671 -0.76963 -0.74 -1.95 -1.85 -0.434
C 1.94544 -0.53006 -1.61367 2.65 0.37 -0.34 -0.032
C -0.05892 2.40818 -0.44544 0.30 -2.31 -4.74 0.075
C -2.34260 -0.75951 -0.29369 4.10 1.84 1.18 -0.198
C -1.03964 -2.46330 -2.61522 4.19 -0.99 1.97 -0.227
Si -0.75233 -1.05398 -1.32474 -0.68 0.61 -0.02 0.854
H 1.44311 -0.45011 3.63553 0.46 -0.97 2.44 0.069
H 0.42014 1.87498 3.93778 -0.66 1.32 3.19 0.063
H 1.70649 -1.26952 1.37246 0.85 -1.95 0.50 0.095
H -0.31331 3.11362 2.06618 0.50 -0.51 -0.33 0.123
H 2.10429 -1.25789 -2.48346 -0.93 1.24 1.26 0.078
H 2.87217 0.09911 -1.38791 -1.05 -1.12 -0.35 0.087
H -0.60189 3.27774 -0.37943 -0.98 1.95 0.80 0.027
H -0.08159 2.02161 -1.56652 0.47 0.59 2.57 0.097
H -2.22347 0.12735 0.37265 -0.06 -0.19 -0.89 0.044
H -3.10585 -0.65492 -0.94473 -2.66 0.51 -2.04 -0.027
H -2.53925 -1.48549 0.39691 -0.63 -2.46 1.60 -0.019
H -1.98442 -2.40981 -2.95346 -3.32 0.86 -1.59 -0.051
H -0.27545 -2.41804 -3.45950 -1.09 -0.39 1.16 0.044
H -1.10192 -3.47662 -2.08595 0.84 1.09 -0.72 0.048
```
Forces are in eV/Å.